A molecular structure, C30H75CuN5NiO14S. Source: the Open Molecules 2025 dataset; level of theory: the ωB97M-V functional and the def2-TZVPD basis.

Cartesian coordinates (Å):
Ni: -1.78232 -0.65669 -2.22639
Cu: 0.82187 3.05518 0.94477
S: 0.12597 0.24027 -0.60223
O: -0.40518 1.46143 0.06705
O: -0.03370 0.43258 -2.08620
O: 1.44177 -0.13967 -0.14504
O: -0.87121 -0.87032 -0.35984
C: -0.96922 0.55490 -5.11336
O: -1.85024 0.59032 -3.99742
C: -2.23414 1.90193 -3.63222
C: -3.26530 1.85640 -2.54311
N: -2.85510 0.97404 -1.43321
C: -3.87013 0.88860 -0.37093
C: -3.67741 1.95020 0.68897
O: -4.10448 3.19908 0.19697
C: -3.90603 4.22812 1.14211
H: -0.05888 1.10541 -4.87000
H: -1.46939 0.96380 -5.99482
H: -0.76053 -0.49045 -5.32825
H: -2.61392 2.45589 -4.49874
H: -1.31997 2.43655 -3.32997
H: -4.20249 1.47490 -2.95830
H: -3.46942 2.86958 -2.18452
H: -2.02852 1.39696 -0.98743
H: -3.78027 -0.08442 0.10170
H: -4.86820 1.00126 -0.80183
H: -2.60051 2.00014 0.92020
H: -4.19710 1.63754 1.60551
H: -4.55326 4.08094 2.01348
H: -4.13844 5.16566 0.64220
H: -2.86421 4.25639 1.49175
C: 0.95767 -2.09592 4.84235
O: 0.40200 -2.75627 3.73177
C: 0.99199 -2.34176 2.52557
C: 0.42867 -3.14437 1.37851
N: 0.75970 -4.54393 1.53816
C: -0.00553 -5.41847 0.68893
C: 0.22069 -6.88753 1.01412
O: -0.80228 -7.61107 0.38299
C: -0.68738 -8.99675 0.54853
H: 0.70407 -1.02543 4.82924
H: 2.05317 -2.16865 4.84966
H: 0.55417 -2.55324 5.74167
H: 2.08085 -2.50666 2.56437
H: 0.82563 -1.27220 2.33116
H: 0.88454 -2.73368 0.47247
H: -0.66081 -2.98643 1.32429
H: 0.80868 -4.80683 2.51145
H: 0.32607 -5.24159 -0.34018
H: -1.08410 -5.20132 0.77366
H: 0.19590 -7.05470 2.10094
H: 1.20845 -7.19574 0.64822
H: 0.29472 -9.39961 0.27344
H: -1.44476 -9.47583 -0.07232
H: -0.89149 -9.32211 1.58017
C: -1.26403 4.97927 -0.92268
O: -0.69497 4.74026 0.33579
C: -0.71820 5.87499 1.17419
C: -0.31992 5.46816 2.56820
N: 0.95717 4.75392 2.57823
C: 1.29115 4.14965 3.87570
C: 0.29159 3.06618 4.25762
O: 0.11681 2.19671 3.16285
C: -0.92906 1.26707 3.35634
H: -1.10001 4.10977 -1.55520
H: -0.86559 5.87509 -1.41523
H: -2.35005 5.13914 -0.83312
H: -1.74147 6.27477 1.19857
H: -0.06102 6.67412 0.80513
H: -1.12445 4.89751 3.03483
H: -0.28233 6.38786 3.17575
H: 1.65234 5.48806 2.45851
H: 1.31332 4.86367 4.71019
H: 2.26881 3.68325 3.78731
H: -0.66800 3.51116 4.55442
H: 0.66865 2.50428 5.12267
H: -1.89907 1.77820 3.27586
H: -0.84799 0.76023 4.32023
H: -0.87908 0.56068 2.52821
C: 1.55538 -3.95852 -6.11124
O: 0.88071 -3.08035 -5.24927
C: 1.33404 -3.16919 -3.91044
C: 0.58365 -2.13126 -3.11736
N: -0.91427 -2.37001 -3.15997
C: -1.26412 -3.44748 -2.21187
C: -2.75811 -3.51848 -2.05101
O: -3.22545 -2.36868 -1.39436
C: -4.62087 -2.45341 -1.14806
H: 1.06645 -3.97151 -7.08332
H: 1.53699 -4.99864 -5.75178
H: 2.60772 -3.68370 -6.24467
H: 2.40673 -2.95076 -3.81979
H: 1.18763 -4.19791 -3.55183
H: 0.73566 -1.16277 -3.58545
H: 0.99995 -2.06372 -2.11304
H: -0.93185 -2.80558 -4.08490
H: -0.78881 -3.24695 -1.24943
H: -0.90448 -4.44358 -2.49058
H: -2.99935 -4.43471 -1.49635
H: -3.23866 -3.62803 -3.03713
H: -4.90223 -3.45030 -0.80594
H: -5.18811 -2.16471 -2.03818
H: -4.86582 -1.75876 -0.34897
C: 1.79765 3.88916 -2.24440
O: 2.21410 3.75533 -0.91276
C: 3.40190 2.97910 -0.82157
C: 3.81017 2.82435 0.61501
N: 2.82988 1.97425 1.31331
C: 3.25812 1.49577 2.61965
C: 4.20375 0.31790 2.60542
O: 5.42795 0.66387 2.00130
C: 6.40785 -0.34211 2.14739
H: 2.60889 4.27546 -2.87810
H: 1.00158 4.62869 -2.27868
H: 1.46286 2.92838 -2.65736
H: 4.20440 3.41425 -1.42505
H: 3.16176 1.97492 -1.21230
H: 3.77203 3.79879 1.11957
H: 4.83255 2.45111 0.65416
H: 2.57569 1.17844 0.72752
H: 2.35451 1.15917 3.13888
H: 3.70827 2.30391 3.19917
H: 3.74120 -0.53720 2.08451
H: 4.37430 -0.03693 3.63576
H: 6.65945 -0.50973 3.19816
H: 7.26694 -0.03379 1.55742
H: 6.05615 -1.29445 1.72355

Cartesian forces (eV/Å) of the 3 atoms listed first:
0.1 0.0 0.3
0.3 -0.2 0.3
-1.5 -0.3 0.5

The energy above the lowest of the compared OMol25 structures with the same formula, charge and spin is 0.0 kJ/mol. Its lowest unoccupied orbital energy (alpha / beta) is -1.4 / -1.6 eV. The calculation puts the gap between HOMO and LUMO (alpha / beta) at 7.8 / 7.7 eV. As for the multiplicity: 3. Its charge is +1. The calculated total energy is -164952.969 eV.

---

A molecular structure, C29H49Cl3DyN3O3Si. Source: the Open Molecules 2025 dataset; level of theory: the ωB97M-V functional and the def2-TZVPD basis.

Cartesian coordinates (Å):
C: 1.85202 -4.14258 -3.14442
C: 0.84074 -3.07737 -3.56970
H: 2.20930 -4.80186 -3.92960
H: 1.37411 -4.75232 -2.36813
H: 2.71014 -3.64894 -2.68718
C: -0.05547 -3.35589 -4.57901
C: -0.28957 -4.72367 -5.08879
H: -0.68646 -2.56612 -4.95718
H: -0.29183 -5.50454 -4.30844
H: 0.48727 -5.00344 -5.81258
H: -1.25335 -4.79021 -5.60842
Dy: 0.14706 0.38043 1.63275
Cl: 2.37016 0.92650 0.41398
Cl: -0.89255 -0.71112 3.75369
H: -0.17577 2.42688 5.80849
H: 2.87694 3.47599 5.84333
C: 0.54778 1.60831 5.65979
C: 2.90297 2.41882 5.55186
N: 1.69289 2.05506 4.85588
H: 0.03338 0.72590 5.23335
C: 1.64262 2.33969 3.56582
O: 0.59194 2.13220 2.88829
H: 3.75859 2.23043 4.90227
H: 2.54038 2.79114 3.11161
H: 0.99474 1.36148 6.63436
H: 2.93530 1.82291 6.46075
H: -1.21300 -4.08106 -0.34569
H: -2.68490 -3.04020 -2.99784
C: -2.27486 -3.86877 -0.16051
C: -3.39929 -2.90391 -2.16830
N: -2.70799 -2.67610 -0.89054
H: -2.44654 -3.74957 0.90986
C: -2.35716 -1.42444 -0.52218
O: -1.64509 -1.09687 0.45416
H: -4.05716 -2.05942 -2.41619
H: -2.80836 -0.65614 -1.16555
H: -2.88667 -4.70547 -0.51253
H: -4.00533 -3.82128 -2.11750
O: 0.46401 -2.61239 -2.12782
C: 0.99943 -1.64578 -2.98821
C: -1.12755 -0.38309 -3.38539
C: 0.25543 -0.46870 -3.52484
H: -1.62048 -1.19149 -2.85139
C: -1.85858 0.70318 -3.87234
H: 2.05415 -1.46183 -2.82590
C: 0.93505 0.63464 -4.11776
H: -2.93888 0.72058 -3.70972
C: -1.19827 1.72145 -4.57114
C: 0.20028 1.70220 -4.65786
H: 2.02903 0.65240 -4.13506
H: -1.78208 2.51470 -5.03751
H: 0.70956 2.53649 -5.16129
Si: 2.42819 -3.08668 1.75443
Cl: 0.78301 -1.93585 0.69987
C: 1.43519 -4.04590 3.06596
C: 3.41130 -1.62832 2.38529
C: 3.32276 -4.53362 0.89871
H: 0.58685 -3.43457 3.40643
H: 2.04615 -4.29620 3.95417
H: 1.02165 -4.98385 2.62157
H: 2.60081 -5.33246 0.62532
H: 4.08212 -4.97158 1.59397
H: 3.85085 -4.21217 -0.01227
H: 3.11468 -0.71793 1.82926
H: 4.47000 -1.77295 2.12586
H: 3.20790 -1.43964 3.45711
C: -4.36762 1.91844 0.27631
N: -3.78838 2.51169 1.51126
C: -4.50542 2.06058 2.74151
C: -2.29830 2.27634 1.64184
C: -1.58593 2.77203 0.41964
C: -1.96782 4.00050 -0.18698
C: -1.30307 4.44325 -1.33145
C: -0.20540 3.72581 -1.81325
C: 0.17052 2.51619 -1.19542
C: -0.52392 2.06674 -0.09996
H: -4.10142 0.85742 0.23179
H: -3.97031 2.44395 -0.59397
H: -5.45876 2.03611 0.32024
H: -3.91391 3.53303 1.44603
H: -4.38224 0.97665 2.84130
H: -4.06274 2.57050 3.60628
H: -5.56881 2.31806 2.63930
H: -1.98116 2.81214 2.55004
H: -2.18356 1.19208 1.82827
H: -2.76797 4.60745 0.25495
H: -1.63964 5.35799 -1.84529
H: 0.36300 4.08623 -2.66522
H: 1.04340 1.97941 -1.56686

Cartesian forces (eV/Å) of the 3 atoms listed first:
0.2 0.3 -0.2
1.8 0.5 2.5
0.0 0.0 -0.3

The energy above the lowest of the compared OMol25 structures with the same formula, charge and spin is 810.9 kJ/mol. Its lowest unoccupied orbital energy (alpha / beta) is 0.1 / 0.0 eV. The calculation puts the gap between HOMO and LUMO (alpha / beta) at 4.2 / 3.8 eV. As for the multiplicity: 6. The calculated total energy is -111005.881 eV.

---

A molecular structure, C41H64LaN10O2PSi3. Source: the Open Molecules 2025 dataset; level of theory: the ωB97M-V functional and the def2-TZVPD basis.

Cartesian coordinates (Å):
La: 11.15838 10.53134 10.28340
C: 13.52663 14.92447 12.19936
C: 14.44883 14.49242 11.08658
C: 14.29167 15.18203 9.80256
C: 14.66962 16.52881 9.66676
C: 14.44563 17.10052 8.45464
C: 14.04471 16.33745 7.35216
C: 13.84717 14.97200 7.56939
N: 13.95007 14.38558 8.75282
N: 12.14256 14.25099 12.22746
C: 11.10028 15.20953 12.55806
C: 10.81372 16.29061 11.49908
C: 10.10978 17.48491 11.65891
C: 10.07674 18.39635 10.56328
C: 10.57691 17.97389 9.33448
C: 11.17444 16.72154 9.26550
N: 11.42272 16.03616 10.36375
C: 12.29690 13.18906 13.26512
C: 11.03719 12.38463 13.57627
C: 10.70839 12.14942 14.90679
C: 9.61498 11.29527 15.20836
C: 8.83390 10.86758 14.10663
C: 9.05945 11.34745 12.81163
N: 10.25857 11.95428 12.51476
H: 13.40638 16.00114 12.16106
H: 13.91293 14.58684 13.14170
H: 14.28066 13.43621 10.85320
H: 15.51344 14.60862 11.33139
H: 15.18470 16.97980 10.53493
H: 14.73711 18.15999 8.33085
H: 14.04122 16.70216 6.32035
H: 13.52175 14.29287 6.83763
H: 11.42551 15.73372 13.52841
H: 10.17300 14.62562 12.82162
H: 9.80576 17.72929 12.65018
H: 9.73854 19.40900 10.65234
H: 10.45274 18.59209 8.45620
H: 11.54994 16.37037 8.31203
H: 12.55065 13.70498 14.21686
H: 13.13441 12.51808 12.99380
H: 11.23050 12.56840 15.80129
H: 9.35599 10.99321 16.18370
H: 8.02776 10.15386 14.22915
H: 8.30035 11.30644 12.05360
C: 13.67146 6.69045 14.16869
N: 12.79381 7.60051 13.44301
C: 11.37711 7.60631 13.49313
C: 10.88208 8.39504 12.48880
N: 11.95556 9.00412 11.90755
C: 13.08027 8.54730 12.49530
P: 14.78334 8.78730 11.79558
C: 15.69066 9.89536 12.90064
N: 15.29325 11.09819 13.28699
C: 16.39370 11.67996 13.87253
C: 17.42837 10.79632 13.96347
N: 17.04183 9.66921 13.30780
C: 17.73551 8.36932 13.47877
C: 14.47365 9.28472 10.02970
N: 13.52256 10.11698 9.62072
C: 13.92684 10.58253 8.41920
C: 15.20702 10.20312 8.07920
N: 15.56529 9.33684 9.11986
C: 16.58729 8.28400 9.02248
H: 14.69254 6.79950 13.86627
H: 13.49468 5.65571 13.92949
H: 13.56422 6.95472 15.20030
H: 10.88124 7.05125 14.27835
H: 9.86629 8.79954 12.34075
H: 16.32731 12.67560 14.33343
H: 18.40402 10.92555 14.44279
H: 17.91578 8.18813 14.55945
H: 18.69862 8.47112 13.02711
H: 17.19376 7.49430 12.98337
H: 13.36962 11.31112 7.83813
H: 15.85829 10.57430 7.35227
H: 16.67365 7.62888 9.91991
H: 17.58092 8.64803 8.69591
H: 16.24738 7.62295 8.16259
C: 9.06318 12.73818 8.76464
O: 9.17802 11.40251 9.13307
Si: 8.08717 10.25217 8.35667
C: 6.36352 10.54208 9.10368
C: 7.72226 10.71450 6.55784
C: 9.02062 8.65444 8.66444
Si: 10.20990 8.12298 7.37471
C: 11.70796 7.12888 8.04501
C: 10.96770 9.37279 6.20833
C: 9.42149 6.82000 6.15548
Si: 8.07789 7.31783 9.69896
C: 6.35489 6.79915 8.97151
C: 8.79614 5.66186 9.98962
C: 7.48911 7.71031 11.39731
H: 9.98338 13.17931 9.03932
H: 8.16477 13.22315 9.32096
H: 8.80083 12.86454 7.68014
H: 5.61479 9.96468 8.52591
H: 6.09422 11.56815 8.82899
H: 6.43422 10.28440 10.17848
H: 6.79622 10.23466 6.12821
H: 8.59749 10.48676 5.89472
H: 7.57040 11.80314 6.33777
H: 12.67695 7.50466 7.62834
H: 11.51230 6.03111 7.59225
H: 11.90650 7.06731 9.13193
H: 10.33182 9.40549 5.29435
H: 11.98891 9.12925 5.96620
H: 10.98620 10.39729 6.51383
H: 9.75444 5.81252 6.40168
H: 9.89432 7.04054 5.17483
H: 8.34060 6.91622 6.17556
H: 5.82491 6.36080 9.81985
H: 6.35822 5.95070 8.24108
H: 5.78337 7.64463 8.52260
H: 8.76932 5.23403 8.93523
H: 8.11886 5.07190 10.55744
H: 9.82392 5.52306 10.47586
H: 6.62388 8.34530 11.36302
H: 8.31882 8.12960 12.03054
H: 7.24557 6.72475 11.74986
O: 11.78045 12.60589 9.96850
H: 12.42254 13.08356 9.43127
H: 12.03409 13.73759 11.27621

Cartesian forces (eV/Å) of the 3 atoms listed first:
-2.3 0.0 -1.5
-0.1 0.1 0.0
0.1 -1.3 0.0

The energy above the lowest of the compared OMol25 structures with the same formula, charge and spin is 0.0 kJ/mol. Its lowest unoccupied orbital energy is -5.1 eV. The calculation puts the gap between HOMO and LUMO at 5.7 eV. Its charge is +2. The calculated total energy is -96322.510 eV.

---

A molecular structure, C20H40BBrF4O15Pt. Source: the Open Molecules 2025 dataset; level of theory: the ωB97M-V functional and the def2-TZVPD basis.

Cartesian coordinates (Å):
Pt: -0.11251 -0.32287 0.28959
Br: -1.77164 -2.96071 3.32587
B: 1.98993 3.31569 -3.89238
F: 1.40434 2.39398 -2.97064
F: 1.95230 2.75495 -5.13100
F: 1.25969 4.48945 -3.78397
F: 3.27742 3.60307 -3.60812
C: -0.47056 -2.95264 -7.88879
C: -0.74750 -2.77303 -6.34381
O: -1.42095 -3.93416 -5.82075
C: -1.47903 -4.21123 -4.42941
O: -1.11141 -3.49882 -3.50681
O: -2.05061 -5.42818 -4.25102
C: -1.84781 -6.17132 -3.04514
H: 0.11007 -3.87200 -7.96461
H: 0.09236 -2.11547 -8.30158
H: -1.40716 -3.16617 -8.40385
H: -1.36679 -1.87607 -6.33903
H: 0.13363 -2.49198 -5.76698
H: -2.18906 -7.17027 -3.31671
H: -2.39432 -5.72028 -2.21689
H: -0.82379 -6.20464 -2.67314
C: -5.68057 3.39185 5.28382
C: -4.66539 3.27675 4.06370
O: -3.68228 4.37818 3.94945
C: -2.70573 4.45994 3.02528
O: -2.36820 3.50850 2.31863
O: -2.06406 5.69706 3.24989
C: -0.96537 6.07214 2.44636
H: -6.71133 3.70497 5.11771
H: -5.19781 3.99806 6.05033
H: -5.95575 2.39991 5.64218
H: -5.25033 3.38596 3.15045
H: -4.25695 2.27064 3.96871
H: -1.28496 5.73054 1.46184
H: -0.03468 5.58938 2.74441
H: -0.72271 7.13036 2.54319
C: 3.98324 5.04091 7.42912
C: 3.94655 3.54181 7.38592
O: 3.15098 2.98372 6.27151
C: 3.56262 2.81078 5.01270
O: 2.85744 2.27123 4.12720
O: 4.95674 3.16859 4.78397
C: 5.57034 2.81827 3.61786
H: 4.54544 5.36486 8.30494
H: 2.96351 5.42157 7.37129
H: 4.48808 5.46415 6.56073
H: 3.44383 3.29422 8.32083
H: 4.94649 3.12624 7.26133
H: 5.54563 1.73238 3.70914
H: 6.61751 3.11930 3.58765
H: 5.03385 3.15327 2.73014
C: -7.92435 -2.39958 -1.05118
C: -6.82412 -1.40658 -0.59755
O: -6.99052 -0.25298 -1.47905
C: -5.87880 0.50877 -1.67686
O: -4.71798 0.17881 -1.44335
O: -6.27565 1.64650 -2.15273
C: -5.35299 2.71124 -2.42903
H: -8.96339 -2.11680 -0.88231
H: -7.85928 -3.37553 -0.57016
H: -7.80623 -2.73847 -2.08041
H: -5.84995 -1.85415 -0.79441
H: -6.99486 -1.06242 0.42250
H: -5.86705 3.52362 -2.94271
H: -4.56875 2.50349 -3.15697
H: -4.88677 3.16765 -1.55586
C: 6.50946 -6.65435 -1.29647
C: 6.75760 -5.52022 -0.26203
O: 5.60917 -4.76505 -0.16807
C: 5.27786 -3.74127 -0.96904
O: 4.24554 -3.05294 -0.81287
O: 6.12761 -3.62398 -2.07921
C: 5.89803 -2.69536 -3.06236
H: 7.26403 -7.43624 -1.21047
H: 6.44654 -6.26969 -2.31439
H: 5.51056 -7.05924 -1.13423
H: 7.64301 -4.92426 -0.48330
H: 6.89832 -5.94891 0.73021
H: 6.36591 -1.76603 -2.73750
H: 4.82955 -2.55947 -3.22961
H: 6.28505 -3.00964 -4.03166

Cartesian forces (eV/Å) of the 3 atoms listed first:
0.0 0.2 -0.2
0.1 0.1 -0.1
-1.0 0.0 0.6

The energy above the lowest of the compared OMol25 structures with the same formula, charge and spin is 917.4 kJ/mol. Its lowest unoccupied orbital energy (alpha / beta) is -5.1 / -5.1 eV. The calculation puts the gap between HOMO and LUMO (alpha / beta) at 4.3 / 4.2 eV. As for the multiplicity: 3. The calculated total energy is -136931.531 eV.

---

2 unconnected molecules or ions with the total composition C5H4Cl2IN. Source: the Open Molecules 2025 dataset; level of theory: the ωB97M-V functional and the def2-TZVPD basis.

Cartesian coordinates (Å):
C: 0.95354 -1.09432 0.14171
C: -0.17904 -0.52909 0.63905
C: 1.73665 -0.24488 -0.64128
C: -0.67952 0.82502 0.32032
C: 0.37744 1.60086 -0.28427
N: 1.50956 1.10455 -0.74081
Cl: -2.09972 0.44141 -0.75771
Cl: 0.03472 3.20818 -0.45224
I: -3.38311 -2.72615 -0.06002
H: 1.19494 -2.07813 0.53213
H: -0.74296 -1.16608 1.42272
H: 2.56647 -0.67640 -1.33244
H: -1.28897 1.33503 1.21284

Cartesian forces (eV/Å) of the 3 atoms listed first:
-0.9 0.9 0.9
-0.7 -1.8 2.8
1.9 0.0 -2.0

The energy above the lowest of the compared OMol25 structures with the same formula, charge and spin is 179.4 kJ/mol. Its lowest unoccupied orbital energy (alpha / beta) is -1.6 / -3.0 eV. The calculation puts the gap between HOMO and LUMO (alpha / beta) at 8.5 / 5.0 eV. The calculated total energy is -39882.650 eV.